Entry 1:
Molecular formula: C4H4NO
Method: DFT, the ωB97M-V functional and the def2-TZVPD basis

Positions of all 10 atoms, in Å:
C 0.488 -0.604 0.050
C 3.251 0.151 -0.198
C 1.153 0.570 -0.135
C -0.923 -1.093 0.143
N 0.294 -1.839 0.040
O 4.286 0.006 0.143
H 0.978 1.152 -1.136
H 1.286 1.091 0.836
H -1.392 -0.905 1.002
H -1.572 -0.832 -0.614

As for the total charge: +1. The LUMO energy is -6.71 eV. As for the HOMO energy: -15.751 eV. For the energy above the lowest of the compared OMol25 structures with the same formula, charge and spin, the calculation gives 282.3 kJ/mol.


Entry 2:
Molecular formula: C39H56Br3N3O21
Method: DFT, the ωB97M-V functional and the def2-TZVPD basis

Positions of all 122 atoms, in Å:
C 1.458 -0.978 4.232
C 0.656 -0.639 5.314
C 1.211 -0.454 6.586
C 2.612 -0.622 6.733
C 3.405 -1.033 5.631
C 2.869 -1.213 4.398
N 3.390 -0.353 7.993
O 4.611 -0.228 7.902
O 2.734 -0.352 9.100
H 1.052 -1.221 3.261
H -0.421 -0.642 5.232
H 0.611 -0.307 7.472
H 4.480 -1.122 5.582
H 3.408 -1.421 3.486
C 0.867 3.091 -2.620
C 2.113 3.733 -2.422
C 3.026 3.589 -3.460
C 2.772 2.674 -4.513
C 1.544 2.137 -4.630
C 0.521 2.388 -3.717
N 3.734 2.442 -5.624
O 4.848 2.837 -5.512
O 3.309 1.965 -6.722
H 0.131 3.403 -1.893
H 2.436 4.230 -1.519
H 4.012 4.020 -3.378
H 1.392 1.360 -5.365
H -0.497 2.028 -3.766
C 4.088 5.768 0.487
C 5.250 5.018 0.637
C 5.338 4.097 1.702
C 4.171 3.754 2.353
C 2.964 4.403 2.080
C 2.875 5.374 1.160
N 4.167 2.489 3.170
O 5.156 1.780 3.172
O 3.131 2.012 3.533
H 4.272 6.585 -0.195
H 6.171 5.303 0.151
H 6.275 3.601 1.906
H 2.120 4.322 2.749
H 2.018 6.031 1.174
C -5.249 -3.627 -0.184
C -5.122 -2.925 1.263
O -5.966 -1.829 1.462
C -5.757 -0.980 2.504
O -4.736 -0.915 3.172
O -6.836 -0.298 2.642
C -7.014 0.588 3.691
H -4.721 -4.571 -0.317
H -5.018 -2.975 -1.027
H -6.284 -3.964 -0.226
H -4.182 -2.427 1.501
H -5.403 -3.495 2.149
H -7.277 0.109 4.634
H -7.919 1.167 3.507
H -6.146 1.241 3.776
C 3.873 0.251 -0.079
C 2.529 0.726 -0.408
O 1.474 -0.087 0.172
C 0.225 0.254 0.066
O -0.279 1.161 -0.597
O -0.566 -0.608 0.842
C -1.985 -0.400 0.834
H 4.582 0.563 -0.846
H 3.894 -0.834 -0.181
H 4.029 0.400 0.989
H 2.383 0.639 -1.485
H 2.339 1.780 -0.209
H -2.291 -0.375 -0.212
H -2.340 0.476 1.378
H -2.357 -1.272 1.372
C -1.212 -4.170 0.703
C -1.053 -5.700 0.439
O -1.108 -6.573 1.612
C -2.353 -6.872 2.108
O -3.368 -6.393 1.733
O -2.226 -7.815 3.293
C -3.401 -8.315 3.913
H -2.172 -3.974 1.179
H -1.153 -3.618 -0.235
H -0.461 -3.794 1.398
H -0.038 -5.746 0.044
H -1.634 -6.094 -0.395
H -3.891 -7.390 4.215
H -3.144 -9.020 4.704
H -3.998 -8.783 3.131
C -3.536 2.332 -1.048
C -3.638 3.833 -1.257
O -2.457 4.520 -1.371
C -1.811 4.934 -0.282
O -0.603 5.228 -0.257
O -2.585 5.074 0.847
C -2.008 5.671 1.983
H -2.995 2.054 -0.143
H -3.102 1.873 -1.936
H -4.550 1.941 -0.976
H -4.276 4.216 -0.461
H -4.204 4.051 -2.163
H -2.582 5.496 2.893
H -1.719 6.710 1.827
H -1.088 5.137 2.221
C 1.427 -1.579 -8.675
C 1.494 -2.538 -7.511
O 1.372 -1.947 -6.101
C 0.155 -1.554 -5.610
O -0.932 -1.606 -6.116
O 0.248 -1.305 -4.363
C -0.875 -1.300 -3.485
H 0.396 -1.436 -9.000
H 2.040 -2.005 -9.469
H 1.946 -0.626 -8.778
H 2.493 -2.969 -7.578
H 0.934 -3.472 -7.486
H -1.490 -0.408 -3.601
H -0.561 -1.317 -2.441
H -1.549 -2.128 -3.704
C 3.323 -2.087 -3.217
Br 3.649 -0.213 -3.904
Br 2.175 -2.389 -1.677
Br 5.065 -3.021 -2.934
H 2.901 -2.535 -4.117

As for the total charge: +1. The LUMO energy (spin up / spin down) is -4.68 / -8.60 eV. As for the HOMO energy (spin up / spin down): -11.110 / -11.110 eV. The multiplicity is 2.


Entry 3:
Molecular formula: C2H7S3
Method: DFT, the ωB97M-V functional and the def2-TZVPD basis

Positions of all 12 atoms, in Å:
C 2.385 1.495 -0.234
S 1.137 2.371 0.741
H 2.916 0.777 0.387
H 3.116 2.171 -0.670
H 1.857 0.923 -0.991
C -1.995 -2.196 0.283
S -1.598 -0.493 0.835
S -1.734 0.574 -0.947
H -1.346 -2.900 0.806
H -3.038 -2.416 0.501
H -1.744 -2.242 -0.769
H 0.044 1.935 0.058

As for the total charge: -1. The LUMO energy is 3.49 eV. As for the HOMO energy: -2.389 eV. For the energy above the lowest of the compared OMol25 structures with the same formula, charge and spin, the calculation gives 30.1 kJ/mol.


Entry 4:
Molecular formula: C36H64F36N10O32S12
Method: DFT, the ωB97M-V functional and the def2-TZVPD basis

Positions of all 190 atoms, in Å:
C -2.036 -0.515 0.729
O -0.870 0.257 0.718
C -0.956 1.285 -0.281
C 0.397 2.010 -0.392
N 1.610 1.025 -0.473
H 2.385 1.319 0.104
H 1.302 0.263 0.114
C 1.988 0.517 -1.872
C 1.733 -1.032 -1.837
O 0.380 -1.366 -1.752
C 0.168 -2.741 -1.656
H -1.987 -1.239 1.542
H -2.280 -0.956 -0.238
H -2.899 0.085 1.019
H -1.821 1.933 -0.136
H -1.169 0.905 -1.280
H 0.605 2.487 0.566
H 0.639 2.770 -1.135
H 3.027 0.837 -1.942
H 1.431 1.039 -2.651
H 2.347 -1.477 -1.053
H 2.028 -1.413 -2.815
H 0.793 -3.315 -2.340
H -0.879 -2.960 -1.869
H 0.456 -3.046 -0.651
C -2.999 2.857 14.550
O -2.409 2.998 13.284
C -2.623 1.794 12.494
C -2.082 1.941 11.102
N -0.634 2.511 11.076
H -0.672 3.415 11.524
H -0.092 1.951 11.719
C 0.153 2.534 9.817
C -0.300 3.620 8.828
O -1.682 3.440 8.623
C -2.118 3.679 7.285
H -2.874 3.792 15.095
H -2.628 2.016 15.135
H -4.076 2.794 14.393
H -3.669 1.487 12.503
H -2.188 0.904 12.949
H -2.659 2.662 10.523
H -2.093 1.045 10.481
H 0.077 1.587 9.283
H 1.166 2.358 10.179
H 0.190 3.572 7.856
H -0.159 4.614 9.252
H -3.204 3.739 7.220
H -1.760 2.942 6.566
H -1.767 4.656 6.952
C 7.231 -6.255 1.926
O 6.618 -7.191 2.814
C 6.491 -6.766 4.172
C 5.390 -7.694 4.828
N 5.701 -9.211 4.707
H 5.881 -9.454 3.743
H 6.476 -9.450 5.309
C 4.519 -10.226 4.939
C 4.853 -11.417 4.110
O 4.882 -10.917 2.814
C 5.231 -11.735 1.694
H 6.493 -5.592 1.474
H 7.580 -6.821 1.062
H 8.084 -5.728 2.354
H 6.179 -5.723 4.225
H 7.358 -6.786 4.833
H 4.363 -7.588 4.476
H 5.385 -7.459 5.892
H 3.593 -9.703 4.702
H 4.607 -10.362 6.017
H 4.129 -12.230 4.172
H 5.845 -11.774 4.389
H 6.206 -12.201 1.840
H 5.244 -11.350 0.675
H 4.605 -12.627 1.702
C -8.435 2.762 -3.122
O -7.739 3.186 -4.283
C -7.130 4.456 -4.160
C -6.697 4.941 -5.558
N -7.875 4.798 -6.604
H -8.307 3.921 -6.349
H -8.577 5.513 -6.479
C -7.348 4.827 -8.108
C -8.572 5.008 -9.065
O -9.426 3.823 -8.804
C -8.851 2.630 -9.279
H -9.059 1.878 -3.251
H -9.120 3.508 -2.719
H -7.778 2.525 -2.285
H -6.295 4.408 -3.461
H -7.828 5.156 -3.701
H -5.904 4.285 -5.918
H -6.457 6.004 -5.599
H -6.667 4.032 -8.410
H -6.742 5.733 -8.136
H -8.277 5.067 -10.112
H -9.193 5.878 -8.853
H -9.622 1.859 -9.285
H -7.997 2.214 -8.745
H -8.423 2.780 -10.270
C 6.173 4.783 0.953
F 7.178 5.462 0.403
F 5.752 5.487 2.003
F 5.100 4.734 0.025
S 6.963 3.121 1.433
O 7.423 2.590 0.151
O 8.031 3.554 2.312
N 5.544 2.415 2.160
S 6.001 1.680 3.411
O 6.991 0.667 3.079
O 6.318 2.600 4.513
C 4.457 0.592 3.896
F 3.460 1.407 4.274
F 4.102 -0.152 2.850
F 4.748 -0.196 4.962
C -9.497 -1.527 4.249
F -10.118 -2.681 4.546
F -8.285 -1.394 4.895
F -9.415 -1.431 2.944
S -10.554 0.022 4.946
O -9.942 0.533 6.158
O -10.519 0.876 3.805
N -12.175 -0.626 5.094
S -12.203 -1.024 6.610
O -10.960 -1.619 7.172
O -12.970 -0.109 7.472
C -13.261 -2.634 6.509
F -13.950 -2.811 7.648
F -14.150 -2.527 5.474
F -12.521 -3.679 6.181
C 4.022 -13.020 -6.800
F 4.702 -13.427 -7.787
F 3.232 -13.995 -6.386
F 4.835 -12.788 -5.764
S 3.005 -11.369 -7.263
O 4.102 -10.435 -7.646
O 2.150 -11.723 -8.355
N 2.124 -10.926 -5.819
S 2.993 -9.853 -5.187
O 4.428 -10.027 -4.833
O 2.818 -8.556 -5.875
C 2.066 -9.578 -3.526
F 0.889 -8.943 -3.708
F 1.901 -10.733 -2.946
F 2.826 -8.852 -2.741
C -0.050 9.063 2.141
F 0.177 10.315 2.714
F 0.792 8.953 1.095
F 0.299 8.030 2.906
S -1.921 8.904 1.611
O -2.246 7.501 1.275
O -2.737 9.315 2.746
N -1.997 10.080 0.300
S -2.441 9.172 -0.857
O -1.404 8.250 -1.323
O -3.786 8.630 -0.659
C -2.595 10.623 -2.249
F -1.341 11.082 -2.577
F -3.282 10.064 -3.220
F -3.209 11.802 -1.628
C 11.184 0.816 -8.958
F 12.356 0.967 -8.350
F 11.047 1.744 -9.868
F 11.058 -0.421 -9.516
S 9.791 0.970 -7.603
O 10.111 2.228 -7.035
O 8.499 0.825 -8.357
N 10.049 -0.398 -6.594
S 9.742 0.305 -5.175
O 10.872 0.988 -4.504
O 8.442 0.934 -5.012
C 9.515 -1.373 -4.161
F 8.457 -2.049 -4.609
F 10.570 -2.217 -4.238
F 9.329 -1.031 -2.966
C 0.059 1.230 -7.985
F -0.677 0.176 -7.613
F 1.296 1.249 -7.477
F 0.189 1.184 -9.345
S -0.760 2.958 -7.560
O -2.148 3.050 -8.120
O -0.836 2.844 -6.102
N 0.339 4.168 -8.245
S 0.049 5.320 -7.219
O -1.341 5.783 -6.944
O 0.928 5.216 -6.045
C 0.841 6.820 -8.229
F 0.372 6.861 -9.468
F 0.536 7.977 -7.669
F 2.142 6.689 -8.226

As for the total charge: -2. The LUMO energy is -0.16 eV. As for the HOMO energy: -4.767 eV.


Entry 5:
Molecular formula: CH2ClNOP2
Method: DFT, the ωB97M-V functional and the def2-TZVPD basis

Positions of all 8 atoms, in Å:
C -2.156 -0.409 0.565
N 0.594 0.086 0.034
O -1.919 -1.519 0.908
P 0.856 -1.339 0.576
P -1.351 1.034 1.335
Cl -3.363 -0.296 -0.742
H 1.343 -1.740 -0.639
H -1.705 1.901 0.350

As for the total charge: 0. The LUMO energy (spin up / spin down) is -1.92 / -1.38 eV. As for the HOMO energy (spin up / spin down): -9.497 / -8.929 eV. For the energy above the lowest of the compared OMol25 structures with the same formula, charge and spin, the calculation gives 301.3 kJ/mol.


Entry 6:
Molecular formula: C3H5N2
Method: DFT, the ωB97M-V functional and the def2-TZVPD basis

Positions of all 10 atoms, in Å:
N 3.514 -0.067 0.163
N 2.487 -0.088 -0.119
C 0.763 -0.066 -0.628
C -0.175 -0.726 0.279
C -0.084 0.797 0.166
H 0.646 0.000 -1.658
H 0.081 -1.037 1.326
H -0.918 -1.308 -0.126
H -0.838 1.159 -0.458
H 0.038 1.253 1.120

As for the total charge: +1. The LUMO energy is -5.25 eV. As for the HOMO energy: -17.039 eV. As for the SMILES: N#[N+]C1CC1. For the energy above the lowest of the compared OMol25 structures with the same formula, charge and spin, the calculation gives 396.0 kJ/mol.


Entry 7:
Molecular formula: C6H8
Method: DFT, the ωB97M-V functional and the def2-TZVPD basis

Positions of all 14 atoms, in Å:
C 2.979 -0.300 -0.545
C 1.781 -0.154 -0.570
C 0.346 -0.101 -0.509
C -0.369 -1.017 -1.171
C -0.313 0.941 0.379
C -1.506 0.323 1.115
H 4.037 -0.452 -0.538
H 0.101 -1.700 -1.867
H -1.441 -1.116 -1.026
H 0.409 1.356 1.089
H -0.624 1.782 -0.258
H -1.261 -0.721 1.333
H -1.725 0.821 2.062
H -2.415 0.337 0.505

As for the total charge: 0. The LUMO energy is 1.02 eV. As for the HOMO energy: -9.030 eV. As for the SMILES: C#CC(=C)CC. For the energy above the lowest of the compared OMol25 structures with the same formula, charge and spin, the calculation gives 158.6 kJ/mol.


Entry 8:
Molecular formula: C4H6O2
Method: DFT, the ωB97M-V functional and the def2-TZVPD basis

Positions of all 12 atoms, in Å:
C 2.239 0.688 -0.036
C 0.850 0.285 -0.039
O 0.048 0.023 0.745
O 0.492 0.330 -1.353
H 2.251 1.242 1.008
H 2.974 -0.152 -0.110
H 2.281 1.523 -0.785
H -0.530 0.031 -1.338
C -2.274 -0.346 0.823
C -1.984 -1.283 0.132
H -2.515 0.436 1.578
H -1.767 -1.972 -0.768

As for the total charge: 0. The LUMO energy is 0.86 eV. As for the HOMO energy: -9.349 eV. As for the SMILES: CC(=O)O.C#C. For the energy above the lowest of the compared OMol25 structures with the same formula, charge and spin, the calculation gives 374.7 kJ/mol.


Entry 9:
Molecular formula: C4H6N2OS
Method: DFT, the ωB97M-V functional and the def2-TZVPD basis

Positions of all 14 atoms, in Å:
O -2.782 -1.163 0.167
C -2.960 -0.028 -0.185
N -1.954 0.905 -0.390
N -0.655 0.861 -0.030
C -0.168 -0.260 0.448
C 1.299 -0.301 0.778
C 2.189 0.852 0.543
S 2.445 -0.479 -0.666
H -4.001 0.488 -0.238
H -2.289 1.831 -0.526
H -0.672 -1.208 0.455
H 1.494 -0.907 1.683
H 2.946 1.086 1.249
H 1.755 1.739 0.121

As for the total charge: 0. The LUMO energy is 0.51 eV. As for the HOMO energy: -8.798 eV. As for the SMILES: O=CN/N=C/[C@@H]1CS1. For the energy above the lowest of the compared OMol25 structures with the same formula, charge and spin, the calculation gives 290.6 kJ/mol.


Entry 10:
Molecular formula: C5H11NO
Method: DFT, the ωB97M-V functional and the def2-TZVPD basis

Positions of all 18 atoms, in Å:
C 2.615 -1.441 -1.401
C 1.784 -0.516 -0.924
C 0.333 -0.767 -0.898
C -0.420 -0.573 0.184
C -1.905 -0.663 0.275
N -2.731 0.456 -0.241
H 3.683 -1.350 -1.233
H 2.292 -2.337 -1.908
H 2.199 0.420 -0.575
H -0.243 -1.018 -1.789
H 0.042 -0.471 1.166
H -2.276 -1.571 -0.156
H -2.281 -0.718 1.297
H -2.199 1.312 -0.338
H -3.013 0.291 -1.201
O 0.450 2.559 2.225
H 0.482 2.375 3.166
H 1.330 2.650 1.853

As for the total charge: 0. The LUMO energy is 0.75 eV. As for the HOMO energy: -8.754 eV. As for the SMILES: C=C/C=C/CN.O. For the energy above the lowest of the compared OMol25 structures with the same formula, charge and spin, the calculation gives 260.3 kJ/mol.


Entry 11:
Molecular formula: C4H10N4O
Method: DFT, the ωB97M-V functional and the def2-TZVPD basis

Positions of all 19 atoms, in Å:
C -2.433 1.409 0.168
C -0.595 0.159 -0.914
C 0.915 -1.692 -1.523
C 1.815 -0.210 2.549
H -3.223 0.862 -0.441
H -2.630 1.742 1.157
H -2.239 2.257 -0.390
H -1.105 0.489 1.219
H 0.088 -2.471 -1.454
H 1.362 -1.696 -2.950
H 1.753 -2.301 -0.834
H 1.378 -1.158 3.092
H 2.755 -0.429 2.003
H 1.651 0.939 3.222
N -1.281 0.515 0.295
N 0.603 -0.243 -0.778
N 1.383 -0.135 0.418
N 0.858 0.139 1.524
O -1.117 0.231 -2.064

As for the total charge: 0. The LUMO energy is 0.31 eV. As for the HOMO energy: -9.243 eV. For the energy above the lowest of the compared OMol25 structures with the same formula, charge and spin, the calculation gives 704.1 kJ/mol.


Entry 12:
Molecular formula: C10H14O4
Method: DFT, the ωB97M-V functional and the def2-TZVPD basis

Positions of all 28 atoms, in Å:
C -2.164 -0.248 -1.001
O -1.257 0.784 -1.333
C -0.968 1.647 -0.236
C -1.354 2.991 -0.379
C -1.075 3.746 0.816
C -0.446 3.213 1.932
C 0.004 1.897 1.946
C -0.212 1.086 0.823
O 0.146 -0.277 0.808
C 1.092 -0.594 -0.169
C 1.310 -2.075 -0.018
O 0.107 -2.824 -0.109
C 2.093 -2.690 -1.154
O 2.317 -4.091 -1.088
H -2.930 0.173 -0.247
H -1.700 -1.174 -0.545
H -2.766 -0.567 -1.856
H -1.924 3.212 -1.251
H -1.486 4.742 0.901
H -0.187 3.843 2.730
H 0.548 1.461 2.822
H 2.049 -0.024 0.063
H 0.658 -0.333 -1.131
H 1.859 -2.217 0.982
H -0.485 -2.387 0.496
H 1.563 -2.365 -2.094
H 3.152 -2.289 -1.247
H 1.458 -4.657 -1.207

As for the total charge: 0. The LUMO energy is 0.81 eV. As for the HOMO energy: -9.188 eV. As for the SMILES: COc1ccccc1OC[C@@H](O)CO. For the energy above the lowest of the compared OMol25 structures with the same formula, charge and spin, the calculation gives 167.7 kJ/mol.


What did the first record say?
Molecular formula: C4H4NO
Method: DFT, the ωB97M-V functional and the def2-TZVPD basis

Positions of all 10 atoms, in Å:
C 0.488 -0.604 0.050
C 3.251 0.151 -0.198
C 1.153 0.570 -0.135
C -0.923 -1.093 0.143
N 0.294 -1.839 0.040
O 4.286 0.006 0.143
H 0.978 1.152 -1.136
H 1.286 1.091 0.836
H -1.392 -0.905 1.002
H -1.572 -0.832 -0.614

As for the total charge: +1. The LUMO energy is -6.71 eV. As for the HOMO energy: -15.751 eV. For the energy above the lowest of the compared OMol25 structures with the same formula, charge and spin, the calculation gives 282.3 kJ/mol.